Entry 1:
{
  "formula": "C22H25ClN2O3",
  "method": "ωB97M-V/def2-TZVPD",
  "lumo_energy_ha": 0.0202,
  "smiles": "CN(CCOc1ccccc1)C(=O)C1CCN(C(=O)c2ccc(Cl)cc2)CC1",
  "total_charge": 0,
  "total_energy_ha": -1648.78465,
  "homo_lumo_gap_ha": 0.3405,
  "spin_multiplicity": 1,
  "elements": ["C", "N", "C", "C", "O", "C", "C", "C", "C", "C", "C", "C", "O", "C", "C", "C", "N", "C", "O", "C", "C", "C", "C", "Cl", "C", "C", "C", "C", "H", "H", "H", "H", "H", "H", "H", "H", "H", "H", "H", "H", "H", "H", "H", "H", "H", "H", "H", "H", "H", "H", "H", "H", "H"],
  "positions_angstrom": [[-1.029, 0.863, -0.795], [-0.735, 1.595, 0.415], [-1.679, 2.642, 0.757], [-2.857, 2.117, 1.579], [-3.695, 1.358, 0.731], [-4.809, 0.772, 1.260], [-5.204, 0.868, 2.588], [-6.360, 0.229, 3.009], [-7.127, -0.504, 2.123], [-6.732, -0.599, 0.797], [-5.584, 0.032, 0.366], [0.306, 1.397, 1.258], [0.424, 2.056, 2.276], [1.351, 0.359, 0.863], [2.247, 0.933, -0.252], [3.633, 0.264, -0.209], [3.510, -1.084, 0.290], [3.334, -2.169, -0.496], [3.015, -3.260, -0.061], [3.589, -1.959, -1.962], [2.518, -1.852, -2.840], [2.736, -1.712, -4.199], [4.036, -1.691, -4.679], [4.316, -1.513, -6.376], [5.115, -1.815, -3.818], [4.887, -1.949, -2.460], [3.155, -1.154, 1.697], [2.219, 0.000, 2.071], [-0.572, -0.122, -0.786], [-2.108, 0.738, -0.868], [-0.676, 1.410, -1.675], [-2.049, 3.100, -0.162], [-1.148, 3.383, 1.358], [-2.474, 1.500, 2.402], [-3.412, 2.967, 1.998], [-4.625, 1.432, 3.302], [-6.657, 0.309, 4.044], [-8.025, -0.998, 2.460], [-7.323, -1.169, 0.096], [-5.265, -0.032, -0.663], [0.866, -0.559, 0.519], [2.363, 2.009, -0.114], [1.787, 0.764, -1.226], [4.086, 0.260, -1.200], [4.295, 0.808, 0.470], [1.508, -1.886, -2.460], [1.906, -1.626, -4.883], [6.120, -1.807, -4.207], [5.721, -2.050, -1.782], [2.670, -2.122, 1.850], [4.066, -1.124, 2.304], [2.778, 0.883, 2.380], [1.587, -0.292, 2.910]],
  "lowdin_charge": [-0.03, -0.09, -0.12, -0.17, -0.06, -0.27, -0.03, -0.09, -0.10, -0.09, -0.01, -0.44, 0.06, -0.22, -0.10, -0.13, -0.05, -0.43, 0.08, -0.16, -0.02, -0.09, -0.67, 0.67, -0.09, -0.02, -0.12, -0.12, 0.08, 0.09, 0.10, 0.13, 0.13, 0.14, 0.13, 0.10, 0.10, 0.10, 0.10, 0.11, 0.14, 0.13, 0.10, 0.12, 0.13, 0.12, 0.11, 0.11, 0.13, 0.12, 0.13, 0.12, 0.13]
}

---

Entry 2:
{
  "formula": "C39H47N5Si",
  "method": "ωB97M-V/def2-TZVPD",
  "lumo_energy_ha": -0.0015,
  "smiles": "C[Si](C)(CCCCCCCCc1cccc2nccnc12)c1ccccc1.c1ccncc1.c1ccncc1.c1ccncc1",
  "total_charge": 0,
  "total_energy_ha": -2077.60402,
  "homo_lumo_gap_ha": 0.3212,
  "spin_multiplicity": 1,
  "elements": ["C", "Si", "C", "C", "C", "C", "C", "C", "C", "C", "C", "C", "C", "C", "C", "C", "N", "C", "C", "N", "C", "C", "C", "C", "C", "C", "C", "H", "H", "H", "H", "H", "H", "H", "H", "H", "H", "H", "H", "H", "H", "H", "H", "H", "H", "H", "H", "H", "H", "H", "H", "H", "H", "H", "H", "H", "H", "H", "H", "C", "C", "C", "N", "C", "C", "H", "H", "H", "H", "H", "C", "C", "C", "N", "C", "C", "H", "H", "H", "H", "H", "C", "C", "C", "N", "C", "C", "H", "H", "H", "H", "H"],
  "positions_angstrom": [[3.050, -0.824, 3.661], [1.778, -0.661, 2.288], [0.477, -2.001, 2.530], [0.880, 1.002, 2.275], [1.548, 2.202, 2.978], [2.291, 3.205, 2.085], [1.420, 4.105, 1.192], [0.959, 3.479, -0.142], [-0.541, 3.117, -0.159], [-0.850, 2.022, -1.183], [-2.368, 1.819, -1.389], [-2.912, 0.788, -0.424], [-3.660, 1.175, 0.640], [-4.175, 0.204, 1.533], [-3.936, -1.111, 1.327], [-3.154, -1.547, 0.243], [-2.940, -2.884, 0.082], [-2.180, -3.192, -0.933], [-1.642, -2.239, -1.821], [-1.862, -0.957, -1.705], [-2.623, -0.587, -0.637], [2.519, -0.933, 0.582], [3.426, -0.014, 0.063], [3.960, -0.122, -1.206], [3.594, -1.205, -1.989], [2.716, -2.145, -1.491], [2.180, -2.011, -0.226], [2.530, -0.790, 4.619], [3.829, -0.068, 3.627], [3.494, -1.816, 3.576], [-0.188, -2.004, 1.667], [0.968, -2.973, 2.573], [-0.116, -1.827, 3.426], [-0.084, 0.822, 2.761], [0.653, 1.214, 1.239], [2.260, 1.853, 3.728], [0.791, 2.755, 3.537], [3.046, 2.731, 1.456], [2.838, 3.863, 2.766], [0.567, 4.494, 1.750], [2.023, 4.983, 0.945], [1.499, 2.547, -0.320], [1.152, 4.146, -0.980], [-1.146, 4.004, -0.354], [-0.815, 2.742, 0.829], [-0.355, 2.236, -2.131], [-0.452, 1.087, -0.797], [-2.904, 2.756, -1.245], [-2.561, 1.463, -2.401], [-3.865, 2.225, 0.788], [-4.757, 0.557, 2.373], [-4.345, -1.853, 1.999], [-1.959, -4.241, -1.101], [-1.028, -2.573, -2.649], [3.722, 0.831, 0.678], [4.635, 0.642, -1.561], [4.022, -1.297, -2.978], [2.458, -2.989, -2.118], [1.492, -2.768, 0.131], [-8.243, -0.022, -2.552], [-6.897, -0.106, -2.236], [-6.229, 1.054, -1.874], [-6.814, 2.251, -1.815], [-8.107, 2.316, -2.124], [-8.865, 1.215, -2.495], [-8.799, -0.906, -2.837], [-6.372, -1.051, -2.268], [-5.184, 1.046, -1.592], [-8.555, 3.302, -2.070], [-9.914, 1.327, -2.733], [0.777, -7.859, 3.697], [0.874, -7.818, 2.316], [1.281, -6.635, 1.718], [1.581, -5.529, 2.396], [1.481, -5.585, 3.723], [1.088, -6.718, 4.419], [0.464, -8.763, 4.202], [0.642, -8.685, 1.712], [1.374, -6.564, 0.640], [1.728, -4.670, 4.250], [1.026, -6.703, 5.498], [5.197, 4.685, -4.754], [3.970, 4.065, -4.586], [3.879, 3.019, -3.680], [4.909, 2.574, -2.963], [6.082, 3.180, -3.137], [6.279, 4.235, -4.014], [5.309, 5.506, -5.451], [3.100, 4.383, -5.143], [2.937, 2.507, -3.515], [6.903, 2.797, -2.540], [7.254, 4.691, -4.113]],
  "lowdin_charge": [-0.17, 0.59, -0.17, -0.23, -0.24, -0.21, -0.20, -0.20, -0.22, -0.19, -0.14, -0.20, -0.04, -0.06, -0.03, -0.22, 0.14, -0.12, -0.11, 0.16, -0.17, -0.24, -0.10, -0.09, -0.09, -0.10, -0.10, 0.03, 0.03, 0.03, 0.02, 0.00, 0.03, 0.08, 0.04, 0.08, 0.10, 0.09, 0.10, 0.11, 0.10, 0.09, 0.11, 0.11, 0.10, 0.11, 0.09, 0.11, 0.11, 0.12, 0.11, 0.11, 0.10, 0.11, 0.09, 0.07, 0.10, 0.10, 0.09, -0.08, -0.07, -0.14, 0.06, -0.16, -0.08, 0.10, 0.10, 0.08, 0.10, 0.10, -0.08, -0.07, -0.15, 0.06, -0.16, -0.07, 0.10, 0.10, 0.10, 0.10, 0.10, -0.08, -0.07, -0.15, 0.05, -0.15, -0.07, 0.10, 0.10, 0.10, 0.10, 0.10]
}

---

Entry 3:
{
  "formula": "C9H64NO24",
  "method": "ωB97M-V/def2-TZVPD",
  "lumo_energy_ha": 0.0741,
  "total_charge": -1,
  "total_energy_ha": -2241.85202,
  "homo_lumo_gap_ha": 0.2125,
  "spin_multiplicity": 1,
  "elements": ["C", "C", "C", "C", "C", "C", "N", "O", "C", "C", "C", "H", "H", "H", "H", "H", "H", "H", "H", "H", "H", "H", "H", "H", "H", "H", "H", "H", "H", "O", "H", "H", "O", "H", "H", "O", "H", "H", "O", "H", "H", "O", "H", "H", "O", "H", "H", "O", "H", "H", "O", "H", "H", "O", "H", "H", "O", "H", "H", "O", "H", "H", "O", "H", "H", "O", "H", "H", "O", "H", "H", "O", "H", "H", "O", "H", "H", "O", "H", "H", "O", "H", "H", "O", "H", "H", "O", "H", "H", "O", "H", "H", "O", "H", "H", "O", "H", "H"],
  "positions_angstrom": [[-1.456, -1.738, -0.462], [-0.195, -0.750, -0.436], [0.118, -0.327, -1.911], [0.959, 0.849, -2.190], [0.325, 2.044, -1.324], [0.238, 1.773, 0.197], [-0.510, 0.475, 0.403], [-0.815, 0.248, 1.769], [-0.551, 2.966, 0.765], [1.669, 1.713, 0.790], [1.081, -1.500, 0.025], [-1.856, -1.837, 0.547], [-1.200, -2.614, -1.058], [-2.246, -1.317, -1.084], [-0.708, -0.301, -2.622], [0.763, -1.058, -2.399], [1.034, 1.132, -3.240], [2.022, 0.789, -1.956], [-0.702, 2.231, -1.635], [0.976, 2.913, -1.417], [-0.621, 2.923, 1.852], [-1.595, 3.101, 0.484], [-0.010, 3.884, 0.534], [2.055, 2.719, 0.951], [2.285, 1.017, 0.221], [1.563, 1.353, 1.814], [1.083, -2.489, -0.434], [1.141, -1.672, 1.099], [2.050, -1.094, -0.263], [2.969, 5.119, -0.158], [3.285, 4.250, -0.404], [3.104, 5.164, 0.789], [3.024, -0.560, 2.925], [3.532, -0.725, 3.719], [2.355, 0.069, 3.194], [-1.964, 1.797, -4.005], [-2.151, 1.531, -3.105], [-2.500, 2.579, -4.140], [0.984, -0.172, -5.565], [0.316, -0.470, -6.182], [0.489, 0.213, -4.842], [0.578, -4.341, 1.769], [-0.033, -4.787, 1.183], [0.841, -5.012, 2.398], [4.398, 2.667, -0.941], [4.518, 2.497, -1.876], [4.478, 1.806, -0.529], [4.548, -0.132, 0.629], [3.748, -0.018, 1.143], [5.235, -0.269, 1.281], [-2.967, 1.421, -1.184], [-3.344, 2.265, -0.933], [-2.272, 1.270, -0.543], [-0.125, -1.965, 3.370], [-0.149, -1.155, 2.861], [0.247, -2.613, 2.771], [-3.399, 4.285, 2.955], [-2.650, 3.724, 2.755], [-3.655, 4.035, 3.843], [-4.100, -0.198, -3.088], [-3.815, 0.463, -3.719], [-3.789, 0.127, -2.243], [-2.977, 0.435, 4.276], [-2.486, 0.338, 3.460], [-2.525, -0.135, 4.898], [-4.496, -3.042, -2.440], [-5.200, -2.791, -1.842], [-3.976, -2.245, -2.545], [0.786, 5.830, -1.712], [0.432, 4.947, -1.613], [1.589, 5.827, -1.191], [-1.716, -5.043, 0.442], [-2.305, -5.018, -0.312], [-2.142, -5.636, 1.061], [-3.630, -0.132, 1.294], [-3.788, -0.293, 0.363], [-2.681, -0.027, 1.361], [0.813, 1.360, 4.547], [0.108, 1.102, 3.953], [0.730, 0.765, 5.292], [3.183, -3.361, 2.894], [2.750, -3.591, 3.717], [3.013, -2.425, 2.787], [2.960, -5.499, 0.742], [2.475, -4.696, 0.933], [3.531, -5.620, 1.501], [2.445, -4.007, -2.273], [2.759, -4.501, -1.515], [3.238, -3.787, -2.761], [3.577, 1.025, -5.420], [4.006, 0.211, -5.683], [2.648, 0.801, -5.370], [-2.769, -3.497, 2.801], [-3.154, -4.371, 2.728], [-2.211, -3.415, 2.027], [-4.282, 3.927, -0.108], [-4.897, 4.651, -0.220], [-4.439, 3.614, 0.783]],
  "lowdin_charge": [0.00, -0.38, -0.16, -0.16, -0.10, -0.47, -0.17, -0.29, -0.02, -0.01, -0.02, 0.06, 0.08, 0.05, 0.11, 0.12, 0.09, 0.10, 0.09, 0.10, 0.07, 0.07, 0.08, 0.07, 0.05, 0.05, 0.06, 0.05, 0.07, -0.05, 0.00, 0.05, -0.04, 0.07, 0.03, -0.05, -0.02, 0.05, -0.04, 0.05, 0.01, -0.05, 0.01, 0.06, -0.04, 0.05, 0.01, -0.05, -0.02, 0.04, -0.05, 0.03, 0.01, -0.08, -0.04, -0.04, -0.04, 0.02, 0.04, -0.06, 0.01, -0.02, -0.06, -0.02, 0.02, -0.07, 0.03, -0.02, -0.07, -0.01, -0.02, -0.03, 0.06, 0.05, -0.06, 0.00, -0.04, -0.05, 0.00, 0.04, -0.04, 0.04, -0.02, -0.07, -0.01, 0.02, -0.05, 0.00, 0.03, -0.07, 0.02, -0.03, -0.05, 0.01, -0.01, -0.04, 0.04, 0.03]
}

---

Entry 4:
{
  "formula": "C5H8N2",
  "method": "ωB97M-V/def2-TZVPD",
  "lumo_energy_ha": [0.0191, 0.0191],
  "total_charge": 0,
  "total_energy_ha": -304.72235,
  "homo_lumo_gap_ha": [0.2388, 0.2388],
  "spin_multiplicity": 1,
  "elements": ["C", "N", "C", "C", "C", "C", "N", "H", "H", "H", "H", "H", "H", "H", "H"],
  "positions_angstrom": [[-1.529, -1.189, 0.448], [-0.305, -0.613, -0.076], [0.966, -1.165, 0.393], [1.935, -0.031, 0.269], [1.293, 1.031, -0.238], [-0.108, 0.647, -0.417], [-1.117, 1.449, -0.823], [-2.099, -0.380, 0.920], [-2.099, -1.730, -0.308], [0.710, -1.495, 1.396], [1.289, -2.058, -0.158], [2.989, -0.090, 0.518], [1.689, 2.015, -0.465], [-2.041, 1.041, -0.718], [-1.028, 2.448, -0.722]],
  "lowdin_charge": [-0.14, -0.16, -0.14, -0.03, 0.00, -0.33, 0.17, -0.02, -0.02, 0.12, 0.14, 0.11, 0.11, 0.09, 0.11]
}

---

Calculated relative energy (zero: lowest compared OMol25 entry of this formula, charge and spin), 1.0090; 0.0000; 1.6751; 3.0788 eV (same order as the records).